No. 1
This record from the OMol25 dataset describes 14 unconnected molecules or ions with the total composition C62H94N6O8 at a distorted geometry. The level of theory is the ωB97M-V functional and the def2-TZVPD basis.

Atoms and positions in Å:
H 17.251 -18.131 5.125
H 17.102 -16.075 6.332
C 16.230 -21.410 -2.237
H 16.457 -25.763 0.543
H 21.929 -23.180 11.228
C 25.038 -22.223 1.809
H 15.997 -28.478 6.709
H 25.697 -21.713 9.885
H 13.119 -22.232 2.226
C 26.043 -22.730 2.789
H 20.673 -24.132 5.571
H 16.291 -24.060 0.912
H 25.428 -22.018 0.812
C 13.096 -20.132 2.060
H 23.312 -28.504 7.487
C 16.377 -21.276 -0.868
C 23.374 -18.074 3.717
C 20.771 -20.225 -0.252
C 17.505 -17.586 7.898
H 14.647 -26.354 1.986
O 22.671 -25.673 6.726
H 24.238 -25.241 5.394
H 19.261 -22.657 2.195
C 20.028 -21.329 3.848
H 19.008 -22.906 8.267
C 16.149 -23.005 7.234
C 18.923 -18.821 6.520
H 20.909 -17.521 -1.029
N 23.590 -27.617 1.870
C 17.148 -22.190 -2.907
H 15.531 -22.225 3.162
H 16.404 -21.189 6.100
C 22.033 -16.688 1.801
C 14.832 -23.346 6.619
H 23.848 -21.610 5.377
H 20.435 -21.865 7.976
H 26.699 -20.043 8.292
O 25.315 -20.687 3.525
H 19.264 -22.235 5.685
H 16.661 -24.017 4.292
H 15.804 -26.354 8.243
C 18.190 -22.753 -2.198
H 21.986 -23.208 4.807
H 20.591 -19.633 0.645
C 16.722 -26.635 7.747
H 16.970 -22.365 -3.958
C 21.395 -17.232 2.911
H 17.429 -21.665 0.851
H 22.748 -25.801 4.747
H 20.024 -26.551 2.685
N 18.325 -22.628 -0.827
C 19.033 -27.253 6.388
N 17.958 -28.093 6.292
C 13.886 -22.317 7.088
H 16.087 -23.319 8.276
C 20.201 -22.018 5.172
H 25.588 -23.314 3.589
H 22.879 -19.649 0.167
H 25.162 -17.679 2.510
H 18.029 -24.624 2.485
H 17.706 -17.129 8.867
C 24.090 -17.599 2.612
H 21.502 -15.986 1.175
C 20.740 -23.471 9.473
C 14.881 -25.291 1.921
C 23.924 -27.382 5.777
H 22.770 -26.361 8.729
C 19.013 -26.149 7.255
C 14.968 -21.329 2.949
C 16.234 -25.059 1.345
H 14.537 -24.373 6.831
N 22.039 -17.954 3.836
C 24.394 -21.017 2.520
C 13.689 -18.930 2.367
H 18.379 -21.603 10.095
C 23.432 -25.950 5.582
O 22.193 -19.038 -1.617
C 16.278 -24.881 3.748
H 20.809 -20.613 3.592
H 19.936 -18.474 6.724
H 16.174 -25.682 4.481
O 14.741 -21.265 7.351
H 12.100 -20.185 1.644
C 24.363 -21.556 6.325
H 17.696 -24.979 8.584
C 26.553 -21.426 3.360
H 27.330 -20.894 2.811
C 25.296 -21.522 8.900
H 16.472 -17.929 7.857
C 17.428 -21.828 -0.216
C 23.867 -27.593 7.263
H 13.130 -22.064 6.345
H 16.546 -19.998 3.526
C 25.387 -20.657 6.629
C 22.267 -20.018 -0.656
H 22.750 -20.889 -1.100
H 14.073 -24.828 1.354
O 18.349 -18.749 7.807
C 21.476 -28.120 2.772
C 13.712 -21.345 2.387
C 23.360 -26.244 7.819
H 20.800 -28.897 3.097
C 17.844 -25.804 7.903
H 18.831 -16.349 6.828
C 15.543 -20.065 3.132
H 23.033 -23.078 7.100
O 14.978 -24.669 3.238
H 18.897 -19.807 6.055
H 19.951 -27.518 5.886
H 20.089 -24.209 9.943
C 20.140 -22.489 2.818
H 13.237 -17.963 2.206
H 15.405 -20.982 -2.787
H 20.356 -16.971 3.049
H 19.864 -25.490 7.341
H 13.398 -22.610 8.018
C 20.024 -19.531 -1.377
H 23.388 -21.233 2.880
H 24.372 -20.160 1.847
H 19.653 -20.459 9.541
C 21.052 -26.809 2.475
O 20.388 -21.703 10.882
H 20.874 -21.442 5.807
C 23.421 -16.799 1.645
C 25.897 -20.686 7.959
C 22.791 -28.478 2.530
H 16.797 -21.025 7.801
H 24.203 -22.906 1.651
H 24.186 -25.572 8.051
C 17.116 -25.217 2.540
C 16.099 -21.488 7.103
H 22.227 -21.924 10.045
C 20.905 -23.321 4.881
O 20.254 -23.627 3.685
H 19.059 -19.197 -0.995
C 19.434 -21.482 9.848
H 24.914 -27.650 5.407
C 23.820 -22.372 7.321
H 21.034 -22.392 2.203
C 20.927 -18.350 -1.737
H 17.399 -26.265 2.636
H 25.683 -19.875 5.946
H 23.187 -28.018 5.287
H 24.864 -27.809 7.647
H 24.024 -25.819 1.039
H 23.900 -18.593 4.504
H 21.426 -23.962 8.783
H 18.884 -23.428 -2.676
N 14.951 -18.900 2.917
H 19.138 -20.717 3.708
H 19.897 -20.257 -2.180
H 23.224 -29.431 2.795
H 26.758 -23.346 2.244
H 21.679 -24.901 1.735
H 20.418 -21.250 -0.136
C 23.249 -26.356 1.565
C 18.140 -17.773 5.645
H 15.661 -20.680 -0.322
N 24.312 -22.386 8.599
H 27.042 -21.467 4.333
H 20.895 -17.922 -2.739
H 23.983 -16.383 0.822
C 21.992 -25.917 1.923
H 14.876 -23.265 5.533
C 21.451 -22.562 10.467
H 18.827 -17.427 4.873
C 19.891 -22.452 8.717
H 17.047 -23.468 6.826
C 17.843 -16.789 6.691
C 16.773 -27.744 6.865

Its multiplicity is 2. Its expectation value of S² is 0.76. As for the LUMO energy (alpha / beta): 2.0 / 2.0 eV. The HOMO-LUMO gap (alpha / beta) comes out at 0.08014 / 0.25122 Eh. As for the net charge: -1. Its strongest force on any atom is 3.96 eV Å⁻¹.



No. 2
This record from the OMol25 dataset describes 14 unconnected molecules or ions with the total composition C62H94N6O8 at a distorted geometry. The level of theory is the ωB97M-V functional and the def2-TZVPD basis.

Atoms and positions in Å:
C 0.337 33.548 15.161
C 1.684 29.214 16.624
C -5.586 25.492 14.279
H -1.842 27.987 18.803
C 0.132 27.043 12.973
H -2.171 26.285 14.771
C -2.607 29.717 17.916
H 1.602 23.422 16.326
H -0.396 25.193 10.498
C -1.144 30.065 17.609
H -2.618 22.217 10.858
C -3.604 31.531 14.649
N -5.044 26.403 15.095
H -2.861 28.756 17.456
H 3.647 25.238 13.876
H 0.609 29.098 16.490
H -3.545 29.603 19.871
H 0.268 23.540 13.644
H -2.952 24.722 12.377
H 0.292 33.958 16.168
H 3.096 23.070 7.827
H -7.826 28.236 15.615
C -1.719 31.326 9.129
C 2.833 28.910 11.933
H 2.231 31.395 14.396
C -2.744 26.847 9.418
H 4.321 27.227 16.050
C 3.753 28.097 16.373
C 3.392 28.212 17.871
H -2.801 33.764 11.779
H -0.937 24.439 8.209
H -1.614 22.502 13.949
C 1.096 23.220 14.280
C -2.431 33.049 11.052
H 0.771 31.018 13.384
H -4.024 23.226 10.927
H -1.864 27.408 16.460
C 1.278 31.763 14.001
H -0.880 30.743 16.794
H -5.468 30.527 15.149
H -1.730 26.692 6.203
H 0.827 26.546 13.657
H -4.393 30.236 9.959
C 0.823 26.698 18.327
C -1.179 26.837 17.086
O -1.155 26.427 13.038
H -0.759 31.834 18.761
C -3.279 22.737 11.556
H -4.899 24.764 13.867
O -1.666 30.512 19.898
H -3.338 20.794 12.585
C 0.067 24.318 8.587
H -2.646 34.243 16.441
C 0.382 24.767 9.875
N -0.647 28.013 9.107
C -1.501 26.969 18.588
H -6.907 31.115 9.485
H -4.888 21.520 12.384
N 4.122 30.879 11.534
C 2.452 28.354 15.644
H 0.663 33.342 12.629
H 0.538 27.003 11.960
C -5.239 29.287 11.690
C -2.498 23.131 13.800
H 1.940 30.275 16.514
H -6.158 32.292 16.760
H -3.540 26.648 10.121
C 1.552 34.045 14.365
H 3.190 22.807 13.927
N -4.456 33.380 16.577
C -2.475 23.743 12.395
O -0.272 26.703 19.256
H -0.586 33.784 14.616
C -5.214 32.320 16.232
H 3.386 27.265 18.414
H -1.269 25.781 16.822
C -0.208 28.484 13.355
C -5.877 27.347 15.571
H -0.557 27.979 15.423
C -1.139 28.239 14.533
C 2.586 24.983 13.853
H -1.658 27.755 10.941
H -3.657 33.906 9.510
C 2.508 23.949 9.711
H -2.298 26.286 18.880
H -1.661 29.144 14.856
C -1.970 27.066 14.037
H -1.854 32.681 14.479
C -4.817 31.379 15.308
C 2.425 23.492 13.568
C 1.035 23.652 7.858
C 3.863 29.783 12.251
H 0.318 28.397 17.076
H -5.397 28.046 16.245
H -0.564 30.291 10.605
H -4.638 29.519 12.572
C -2.554 29.511 19.425
C 3.380 31.071 10.433
C -6.930 25.485 13.935
C 0.272 27.306 17.070
H 4.464 29.629 13.138
O -7.457 29.897 11.047
H 1.619 27.302 18.767
C -7.210 27.433 15.227
H 2.297 23.412 12.488
H -3.613 25.951 7.663
C -3.265 33.467 15.998
H 1.840 27.450 15.571
H 0.236 24.474 15.783
H 2.416 32.972 12.587
H 4.100 28.852 18.401
H -2.533 23.909 14.563
C -1.739 26.903 7.264
H -7.110 28.294 12.341
H 0.647 29.112 13.607
N 1.564 24.559 10.430
H 2.000 25.571 13.149
H 1.148 28.568 10.607
N -2.549 32.310 8.794
O 2.136 25.139 15.208
H -1.486 23.855 11.955
C -1.634 27.544 9.879
H -1.333 31.864 12.459
C 2.310 23.540 8.403
H 3.659 31.932 9.837
O -3.712 22.396 13.867
H -7.272 24.670 13.308
H 2.657 28.043 12.559
C 1.233 24.096 15.551
H 0.801 26.929 16.192
C -3.847 21.764 12.607
C -5.203 30.431 10.663
C 2.321 30.270 10.054
H -2.883 27.390 13.527
C 1.997 29.184 10.872
C -6.553 30.221 10.006
C -7.781 26.476 14.404
H 1.249 25.705 18.157
H -5.125 31.410 11.130
C -1.618 31.986 11.422
H -8.830 26.440 14.151
H -6.856 29.872 13.021
C -2.921 33.153 9.764
H -3.254 30.513 17.551
C -2.809 26.560 8.059
H 2.561 28.829 14.670
C -2.773 32.586 15.041
H -1.472 30.689 8.286
C -0.707 27.660 7.821
H 2.437 33.940 15.000
C -0.664 30.756 18.915
H 0.353 30.460 19.175
H 0.021 28.122 7.164
H 0.998 22.153 14.478
H 3.495 23.798 10.131
H 4.448 28.933 16.228
H -6.522 29.441 9.233
H -0.614 29.137 17.375
H -0.743 28.938 12.517
H -2.123 28.549 19.722
C -1.224 31.127 10.411
O 2.063 28.744 17.912
H -3.171 30.811 13.966
C 1.538 33.056 13.224
H 1.440 35.106 14.134
O 0.479 32.125 15.123
H 0.718 23.292 6.887
H -4.949 28.319 11.283
C -6.712 29.284 12.107
H 1.726 30.439 9.167

Its multiplicity is 1. As for the LUMO energy: 0.3 eV. The HOMO-LUMO gap comes out at 0.31263 Eh. Its energy relative to the best compared isomer or geometry (same formula, charge and spin) is 6.7076 eV. As for the net charge: 0. Its strongest force on any atom is 5.36 eV Å⁻¹.